An isolated molecule of C24H31N3O3S at a distorted geometry. Source: OMol25; level of theory: ωB97M-V/def2-TZVPD.

XYZ file:
```
62
Properties=species:S:1:pos:R:3:forces:R:3
C 1.81126 4.41339 2.20587 -0.025 0.266 0.019
N 1.56167 2.99624 2.01589 0.478 0.018 0.003
C 2.56893 2.09281 1.80511 -0.053 0.522 -0.407
O 3.75192 2.38063 1.66412 -1.091 -0.551 0.274
C 1.90351 0.70255 1.71852 -0.291 0.587 -0.318
C 2.41596 -0.22786 2.82434 -0.101 -0.191 0.062
C 3.89263 -0.52187 2.68932 -0.071 -0.114 -0.131
C 4.76174 -0.23596 3.74310 0.153 0.021 -0.314
C 6.13987 -0.39186 3.57707 -0.155 -0.208 -0.287
C 6.64718 -0.87610 2.36195 -0.221 0.190 0.213
C 5.76992 -1.20354 1.32281 -0.227 -0.036 0.078
C 4.38966 -1.03825 1.48497 0.479 0.115 0.406
N 0.46075 1.00897 1.83378 1.744 1.553 0.198
C -0.48944 0.04060 1.75272 -1.109 -0.703 0.182
C -1.83118 0.15468 1.98050 1.274 -0.512 -0.925
C -2.86961 -0.80218 1.72673 -3.454 0.827 -0.263
C -4.27014 -0.44854 1.90040 1.030 0.755 -0.009
C -5.26546 -1.43932 1.77540 0.667 0.237 -0.043
C -6.57296 -1.15489 2.04025 -0.466 0.516 0.156
C -6.96662 0.13893 2.39835 -0.176 -0.353 0.119
C -8.40972 0.44976 2.67378 -0.175 0.130 0.012
C -5.99254 1.12827 2.51271 -0.408 -0.239 -0.024
C -4.65885 0.87619 2.26437 -0.518 -0.729 -0.101
C 0.21629 2.43797 2.12231 0.146 -0.253 0.125
C -0.30535 2.65840 3.54253 0.083 0.099 0.250
C -0.70998 3.11177 1.10598 0.071 0.005 -0.259
H 2.87708 4.61724 2.13305 0.050 -0.327 -0.054
H 1.32073 5.03136 1.44330 -0.046 -0.238 0.103
H 1.48883 4.76445 3.19498 -0.060 -0.192 -0.166
H 2.14093 0.29201 0.70867 -0.165 0.114 0.623
H 2.20918 0.23656 3.80822 -0.003 -0.282 -0.435
H 1.82769 -1.15560 2.73812 0.166 0.180 0.261
H 4.34066 0.13637 4.68172 0.253 -0.053 -0.297
H 6.81026 -0.12776 4.39386 -0.092 -0.109 -0.214
H 7.72658 -0.98143 2.22798 -0.376 0.006 0.024
H 6.15637 -1.58552 0.37491 -0.076 0.114 0.323
H 3.69470 -1.29160 0.68037 0.314 0.069 0.186
H -0.04668 -0.91076 1.45323 -0.289 0.053 -0.239
H -2.24825 1.07606 2.38528 0.318 -0.359 -0.361
H -1.95030 -1.79395 0.49811 -1.367 -0.767 2.712
H -4.96124 -2.43897 1.48200 -0.237 0.147 0.045
H -7.29673 -1.95261 1.96478 -0.267 -0.013 -0.009
H -8.51731 1.51839 2.87591 -0.127 -0.093 -0.002
H -9.04308 0.20622 1.81074 0.064 0.016 0.208
H -8.79259 -0.09500 3.54800 0.065 0.068 -0.215
H -6.33168 2.11483 2.80902 0.180 0.095 -0.053
H -3.98470 1.72044 2.35540 0.131 -0.311 -0.058
H 0.48109 2.42354 4.27099 -0.244 -0.198 -0.130
H -0.56064 3.71269 3.68668 -0.112 -0.143 -0.010
H -1.19112 2.04596 3.72426 0.180 0.152 0.161
H -0.20497 3.19093 0.13591 -0.169 -0.210 0.124
H -1.64093 2.54709 1.00048 0.184 0.182 -0.088
H -0.94903 4.13127 1.42685 -0.027 -0.197 0.024
C -3.96590 -4.05706 -0.74655 -0.279 -0.456 -0.886
S -2.42434 -3.61722 -0.02458 -0.271 -1.498 1.723
N -2.78635 -2.24615 1.22832 4.936 2.865 1.514
O -2.04506 -4.64725 0.93572 0.061 0.862 -1.592
O -1.51516 -2.96843 -0.94207 -0.270 -0.654 -0.303
H -3.71002 -4.65890 -1.63349 -0.168 0.288 0.135
H -4.58356 -4.68422 -0.08343 0.512 0.527 0.014
H -4.46667 -3.12838 -1.03653 0.045 -0.228 0.000
H -2.35682 -2.50173 2.17363 -0.397 -1.357 -2.087
```
Forces are in eV/Å.

Energy above the lowest of the compared OMol25 structures with the same formula, charge and spin, kJ/mol: 715.62

---

A structure of composition C24H31N3O3S2 at a distorted geometry. Source: OMol25; level of theory: ωB97M-V/def2-TZVPD.

XYZ file:
```
63
Properties=species:S:1:pos:R:3:forces:R:3
C -2.54361 -2.94999 2.51752 4.647 -5.976 -8.954
C -1.18964 -2.36223 1.88826 -2.678 0.663 2.837
C -0.47741 -2.67162 0.77517 -11.046 -8.174 1.710
C 0.59239 -2.00656 0.57639 3.848 -3.106 -8.504
C 0.70864 -1.16157 1.40952 0.331 12.230 13.430
N 1.64958 -0.20648 1.66593 -2.746 -0.796 2.329
C 2.53645 -0.37646 0.88121 7.676 2.043 -7.711
N 2.60184 -1.16892 -0.39149 -5.720 1.492 6.705
C 1.48832 -2.06129 -0.52003 4.291 0.103 -0.749
O 1.54760 -2.90733 -1.37145 -1.351 -0.738 -1.111
C 3.68213 -1.08199 -1.19887 1.308 -5.681 -3.890
C 3.18068 -0.80118 -2.72449 4.775 -9.107 1.215
H 2.57808 -1.79407 -3.10510 1.192 3.121 1.048
H 4.16381 -0.80308 -3.25170 -0.848 0.048 -0.139
H 2.83268 0.08079 -2.74230 -3.407 6.313 -0.534
C 4.31253 -2.69677 -1.04362 0.225 2.641 -9.179
H 5.31475 -2.82471 -1.73125 -2.314 0.688 0.994
H 3.66067 -3.47125 -1.46546 0.037 0.468 0.857
H 4.76552 -2.80854 -0.21175 2.063 -0.932 6.524
H 4.45601 -0.50486 -0.76564 0.544 0.793 -0.337
S 3.92869 0.86838 0.73365 -2.099 1.042 2.455
C 3.12085 2.29675 1.98935 8.444 2.955 -5.774
H 2.66118 1.85325 2.68659 -3.550 -3.447 5.244
C 2.35149 3.08934 1.03771 5.805 4.471 -7.287
O 2.97166 3.96437 -0.15048 -2.182 -4.339 6.590
C 1.06934 2.82497 0.86782 -6.707 -3.078 2.231
C 0.14303 2.79070 -0.20907 2.853 5.715 -3.243
N -1.08608 2.80578 0.15508 -1.822 -3.900 5.570
C -1.18747 2.25640 1.63205 10.354 3.478 -4.773
C 0.21187 2.32984 2.03703 -5.983 1.317 -10.082
H 0.51189 2.28316 2.91728 2.604 -0.912 7.844
C -2.37202 1.93659 2.16126 -1.947 -3.293 6.490
H -2.02973 1.75097 3.32711 -1.179 0.031 -2.556
H -3.04378 2.68612 2.29559 -2.135 2.489 -0.067
H -2.90541 1.04378 1.86748 0.077 -0.492 -0.396
C -2.23813 2.80391 -0.62470 2.188 -18.554 4.636
H -3.14234 2.53304 -0.20709 -1.555 -0.037 2.500
H -2.35433 3.54743 -0.97374 -2.510 17.161 -9.215
C -2.30823 1.45146 -1.63569 -0.273 0.501 2.895
C -1.99709 0.20066 -0.89879 2.035 -4.572 -5.451
H -0.93533 -0.44192 -1.32711 -3.261 1.767 0.509
C -3.26220 -0.74110 -0.90344 6.366 -3.470 -7.355
H -3.42175 -1.44597 -0.22160 -0.588 -2.172 3.504
C -4.27568 0.06707 -1.39356 -1.287 4.138 -2.645
H -5.14969 -0.11834 -2.09912 1.285 -0.432 1.383
H -4.48221 0.53777 -0.49096 -2.332 1.447 1.693
O -3.51909 1.12735 -2.11539 -4.349 0.557 -2.045
H -2.88130 -1.62972 -1.95647 -1.243 2.326 2.851
H -1.59977 0.31305 -0.04990 2.430 1.323 7.261
H -1.78928 1.71000 -2.46338 2.406 0.392 -2.427
C 0.49592 3.44689 -1.63724 2.079 -4.427 2.179
H 0.45422 2.59986 -2.33310 0.083 0.221 -0.246
H -0.03521 4.22295 -2.04070 -1.901 1.970 -0.258
H 1.54264 3.72415 -1.49634 -0.097 0.117 -0.252
H 4.20785 2.69975 2.32451 -2.935 -0.440 -0.671
S -0.56319 -0.89495 2.91668 1.302 -3.721 -5.096
C -1.05939 -3.97754 -0.12527 -0.316 2.139 6.299
H -1.10604 -4.83253 0.57724 -0.195 0.461 -0.355
H -2.01483 -3.67864 -0.42401 -1.009 0.121 -1.495
H -0.19604 -4.02275 -0.59375 3.012 -1.084 -4.188
H -2.99390 -2.35130 3.06477 -3.835 5.764 5.215
H -2.32997 -3.90361 3.02485 -0.227 0.303 -0.247
H -3.25215 -3.14929 1.56403 1.371 0.073 2.233
```
Forces are in eV/Å.

---

A cluster of 3 separate species, C24H31O7P in total at a distorted geometry. Source: OMol25; level of theory: ωB97M-V/def2-TZVPD.

XYZ file:
```
63
Properties=species:S:1:pos:R:3:forces:R:3
C 2.56901 3.00894 2.53425 -0.609 -0.168 0.518
C 1.05044 2.98122 1.97791 0.540 -0.107 -0.154
C 0.81862 3.94968 0.69510 -0.022 -1.191 -0.054
C 1.90828 3.67960 -0.48342 -1.578 0.410 -0.110
C 1.51560 2.26771 -1.17446 0.035 0.720 -0.045
C 2.78363 1.32336 -1.48173 -0.182 -0.527 0.480
C 2.53202 -0.14690 -0.90340 -0.642 -3.301 1.085
C 3.57861 -0.97966 -0.10107 -3.943 -1.264 -0.889
C 3.18146 -2.40284 0.43764 -1.704 1.467 -1.365
C 1.78487 -3.03311 0.22859 0.116 3.120 -1.494
C 0.75828 -2.20279 -0.60378 2.228 1.374 0.354
C 1.13653 -0.81109 -1.14672 1.987 -1.646 1.613
C -0.72238 -2.73907 -0.89173 -0.541 0.911 -0.980
O -1.45479 -2.21783 -1.77618 2.493 -2.008 3.328
C -1.20884 -3.94325 0.05488 2.292 -0.679 1.069
C -0.27289 -4.71574 0.82271 -1.925 2.016 -1.975
P -1.07467 -6.06224 1.92106 3.130 -1.158 1.697
O -0.06120 -7.02894 2.55384 -2.252 1.726 -1.463
C 1.31345 -4.44138 0.78253 2.029 -1.378 0.981
O 2.14574 -5.29426 1.20389 -3.291 3.284 -1.630
H 3.07644 1.97912 2.41412 -0.678 1.753 -0.029
H 3.17115 3.83635 2.02216 -0.725 -1.265 0.903
H 2.50275 3.19895 3.66651 0.410 -0.129 -1.704
H 0.82282 1.88107 1.71442 0.145 1.772 0.207
H 0.34573 3.26130 2.83190 0.842 -0.283 -1.286
H 0.74540 5.05381 0.98572 0.293 -1.578 -0.305
H -0.20041 3.62448 0.25567 1.442 0.813 0.616
H 2.98348 3.72831 -0.10966 -1.479 -0.165 -0.533
H 1.73696 4.52452 -1.24486 0.620 -1.305 1.169
H 0.96694 2.48737 -2.16541 0.840 -0.336 1.523
H 0.73157 1.78541 -0.48596 1.439 0.334 -1.085
H 2.94350 1.28681 -2.61296 -0.207 -0.195 1.536
H 3.75194 1.77789 -1.04329 -1.610 -0.853 -0.521
H 4.61394 -0.54022 0.08566 -1.641 -0.845 -0.203
H 3.97453 -2.98454 1.01483 -1.364 0.843 -0.884
H 0.35164 -0.23656 -1.73949 1.190 -0.973 0.927
H -2.33627 -4.14621 0.13382 1.789 0.329 -0.349
H -1.73304 -5.31700 2.97890 0.069 -0.227 -1.079
H -2.10368 -6.69597 1.14377 0.348 0.687 0.179
O 3.29538 5.97749 -2.61386 -0.790 0.311 -0.137
C 2.43950 6.31563 -3.38967 0.871 -0.527 0.466
C 2.62838 6.53533 -4.86608 -0.154 0.442 -0.284
C 1.37739 7.30400 -5.23576 -0.013 0.315 -0.578
C 0.37411 6.79941 -4.22487 -0.523 0.088 -0.161
O 1.13700 6.51311 -3.04710 0.410 -0.036 0.148
H 2.67400 5.56571 -5.36759 0.137 0.027 0.073
H 3.52987 7.11453 -5.06453 0.092 -0.357 0.096
H 1.05966 7.15471 -6.26906 -0.054 0.011 0.118
H 1.54742 8.37501 -5.08676 -0.056 -0.104 -0.023
H -0.11988 5.87974 -4.55249 0.035 0.032 0.037
H -0.38733 7.54706 -3.99627 0.076 -0.176 0.205
O -5.22240 -5.69051 0.69984 0.383 0.320 0.754
C -5.32341 -5.73718 1.89854 -0.036 -0.325 -1.100
C -6.37933 -6.48689 2.66366 -0.310 0.215 0.391
C -6.25968 -5.88220 4.04663 -0.487 -0.089 0.418
C -4.80303 -5.48513 4.10388 0.176 0.061 0.592
O -4.45309 -5.13953 2.75769 -0.122 -0.007 -0.429
H -6.13257 -7.55122 2.66165 -0.055 0.042 -0.146
H -7.36732 -6.31965 2.23542 0.202 -0.238 -0.222
H -6.55258 -6.56094 4.84928 0.099 0.089 -0.027
H -6.89024 -4.98993 4.11277 0.082 -0.085 0.030
H -4.16023 -6.30796 4.43119 -0.016 0.039 -0.040
H -4.63879 -4.62691 4.75773 0.168 -0.027 -0.226
```
Forces are in eV/Å.

Structure (SMILES): CCCCCCc1ccc2c(c1)C(=O)C=C([PH2]=O)C2=O.O=C1CCCO1.O=C1CCCO1

---

The evaluated HOMO-LUMO gap for the records listed, in turn: 5.0; 7.2; 7.6 eV.